Entry 1:
ORCA calculation (ωB97M-V with the def2-TZVPD basis set) on a structure of composition C26H38AsF16IrN3SbSi3.

Output
maximum force: 0.00826 hartree/bohr
HOMO energy (spin up / spin down): -13.9 / -13.9 eV
electronic energy: -169364.92447 eV
ΔE to the lowest compared entry with this formula, charge and spin: 0.0 kJ/mol
LUMO level (spin up / spin down): -0.3074 / -0.3075 Ha
Kohn-Sham gap (spin up / spin down): 5.53 / 5.52 eV
spin multiplicity: 1
total charge: +2

Atoms and positions in Å:
Ir (0.005, 1.232, 0.382)
C (0.136, 3.007, 2.625)
N (0.050, 1.525, 2.376)
C (-1.244, 1.000, 2.886)
C (-2.325, 1.595, 2.000)
N (-1.873, 1.523, 0.585)
C (-2.793, 1.882, -0.401)
C (-3.850, 2.796, -0.243)
F (-4.064, 3.417, 0.911)
C (-4.677, 3.132, -1.295)
F (-5.642, 4.013, -1.114)
C (-4.488, 2.561, -2.549)
F (-5.275, 2.883, -3.543)
C (-3.457, 1.652, -2.739)
F (-3.258, 1.092, -3.920)
C (-2.634, 1.344, -1.684)
F (-1.645, 0.468, -1.900)
C (1.296, 0.866, 2.843)
C (2.408, 1.369, 1.928)
N (1.900, 1.418, 0.534)
C (2.807, 1.753, -0.469)
C (3.876, 2.651, -0.319)
F (4.101, 3.262, 0.838)
C (4.684, 2.993, -1.385)
F (5.656, 3.868, -1.215)
C (4.463, 2.438, -2.639)
F (5.231, 2.764, -3.647)
C (3.427, 1.528, -2.817)
F (3.224, 0.963, -3.994)
C (2.625, 1.212, -1.749)
F (1.681, 0.289, -1.931)
H (0.194, 3.162, 3.703)
H (-0.729, 3.515, 2.215)
H (1.008, 3.426, 2.135)
H (-1.394, 1.269, 3.933)
H (-1.197, -0.083, 2.791)
H (-2.499, 2.636, 2.257)
H (-3.278, 1.085, 2.133)
H (1.139, -0.206, 2.747)
H (1.505, 1.113, 3.886)
H (3.292, 0.731, 1.980)
H (2.733, 2.361, 2.231)
F (-0.007, 2.355, -1.556)
As (-0.018, 4.233, -1.557)
F (1.118, 4.094, -2.825)
F (1.267, 4.113, -0.382)
F (-1.353, 4.082, -2.619)
F (-1.105, 4.102, -0.191)
F (-0.027, 5.920, -1.526)
C (3.643, -1.791, -0.543)
Si (2.414, -2.518, 0.651)
C (2.880, -2.223, 2.437)
C (2.185, -4.350, 0.410)
Sb (0.025, -1.492, 0.114)
Si (-1.645, -2.616, 1.831)
C (-1.569, -4.430, 1.397)
C (-3.337, -1.898, 1.488)
C (-1.108, -2.369, 3.615)
Si (-0.821, -2.339, -2.335)
C (-0.078, -1.413, -3.756)
C (-2.688, -2.308, -2.268)
C (-0.161, -4.083, -2.290)
H (4.643, -2.119, -0.243)
H (3.644, -0.701, -0.551)
H (3.473, -2.143, -1.562)
H (3.794, -2.782, 2.654)
H (2.109, -2.598, 3.113)
H (3.086, -1.181, 2.676)
H (3.135, -4.810, 0.704)
H (1.988, -4.648, -0.617)
H (1.414, -4.772, 1.056)
H (-1.621, -4.637, 0.329)
H (-2.437, -4.914, 1.857)
H (-0.678, -4.905, 1.810)
H (-3.829, -2.421, 0.667)
H (-3.303, -0.840, 1.232)
H (-3.972, -2.015, 2.371)
H (-0.084, -2.011, 3.738)
H (-1.164, -3.339, 4.117)
H (-1.775, -1.696, 4.156)
H (-0.325, -0.354, -3.770)
H (-0.478, -1.860, -4.672)
H (1.004, -1.532, -3.784)
H (-3.068, -1.873, -1.344)
H (-3.080, -3.324, -2.352)
H (-3.087, -1.723, -3.098)
H (0.905, -4.120, -2.520)
H (-0.680, -4.645, -3.074)
H (-0.344, -4.608, -1.353)

Mulliken analysis output, partial charges in e: 1.4067 -0.8395 -0.4290 0.8159 -1.5198 1.4144 -0.9122 0.9569 -0.3269 0.3998 -0.2695 0.6744 -0.2710 -0.0326 -0.3125 -0.9517 0.1802 -0.1866 -1.2355 1.9099 -1.0140 0.8542 -0.3302 0.4073 -0.2847 0.5841 -0.2702 -0.0878 -0.2932 -1.2408 0.5543 0.3743 0.1985 0.2138 0.6246 -1.5423 0.5806 0.8671 -0.4671 0.4233 0.7552 0.4928 -0.7991 2.0748 -0.4695 -0.4564 -0.4681 -0.4425 -0.4312 -0.5772 0.3732 -1.0391 -1.0594 -0.9949 1.1295 -1.1841 -0.9884 -1.4487 1.1852 -1.1906 -0.9874 -1.2558 0.5480 -0.0570 0.3641 0.4934 0.3576 0.2523 0.4171 0.3246 0.2530 0.2189 0.4374 0.3303 0.4769 0.0117 0.5002 0.2889 0.4120 0.5084 0.2335 0.5358 0.2908 -0.0648 0.4441 0.4361 0.3322 0.4548 0.3580

***

Entry 2:
ORCA calculation (ωB97M-V with the def2-TZVPD basis set) on a structure of composition C17H13IrN3O6S in a non-equilibrium geometry.

Output
maximum force: 0.02787 hartree/bohr
HOMO energy (spin up / spin down): -7.2 / -7.2 eV
electronic energy: -48265.10076 eV
ΔE to the lowest compared entry with this formula, charge and spin: 0.0 kJ/mol
LUMO level (spin up / spin down): -0.1537 / -0.1404 Ha
Kohn-Sham gap (spin up / spin down): 3.02 / 3.38 eV
spin multiplicity: 2
total charge: 0

Atoms and positions in Å:
Ir (-0.964, 2.112, 0.096)
C (3.326, 2.580, -0.142)
C (1.914, 3.056, -0.040)
O (1.035, 2.114, -0.002)
C (1.580, 4.423, 0.025)
C (2.606, 5.400, 0.001)
C (2.321, 6.725, 0.073)
C (0.972, 7.140, 0.181)
C (-0.043, 6.235, 0.212)
C (0.227, 4.859, 0.132)
O (-0.823, 4.063, 0.170)
H (3.337, 1.495, -0.175)
H (3.902, 2.913, 0.719)
H (3.792, 2.963, -1.047)
H (3.637, 5.096, -0.078)
H (3.119, 7.451, 0.051)
H (0.733, 8.192, 0.241)
H (-1.072, 6.548, 0.296)
O (-2.658, 2.077, 0.137)
O (-4.361, -5.523, -1.366)
S (-3.609, -6.707, -1.028)
O (-4.080, -7.435, 0.125)
O (-3.172, -7.507, -2.146)
C (-2.038, -6.036, -0.409)
N (-1.076, -6.895, -0.060)
C (0.051, -6.388, 0.397)
C (0.267, -5.017, 0.522)
C (-0.791, -4.221, 0.134)
N (-1.927, -4.725, -0.323)
C (-0.779, -2.741, 0.173)
C (-1.939, -2.058, -0.175)
C (-1.953, -0.692, -0.167)
N (-0.865, 0.045, 0.165)
C (0.259, -0.615, 0.512)
C (0.331, -1.981, 0.527)
H (0.823, -7.097, 0.678)
H (1.204, -4.633, 0.902)
H (-2.820, -2.616, -0.458)
H (-2.842, -0.146, -0.436)
H (1.111, -0.015, 0.776)
H (1.266, -2.440, 0.808)

natural (NBO) analysis output, partial charges in e: 1.3568 -0.7068 0.6099 -0.6935 -0.3105 -0.1220 -0.2416 -0.1061 -0.2988 0.5191 -0.6789 0.2490 0.2549 0.2571 0.2230 0.2326 0.2310 0.2440 -0.3371 -1.0048 2.4103 -0.9927 -0.9915 0.1522 -0.3858 0.0802 -0.2903 0.1570 -0.4365 0.0626 -0.2066 0.0599 -0.4947 0.0466 -0.2301 0.1943 0.2078 0.2989 0.2311 0.2177 0.2323